This record from OMol25 describes 2 unconnected molecules or ions with the total composition C11H12NO2 at a distorted geometry. The level of theory is ωB97M-V with the def2-TZVPD basis set.

Computed properties:
Net charge ... -1
ΔE to the lowest compared entry with this formula, charge and spin ... 1.777 eV
Electronic energy ... -631.63244 hartree
Strongest force on any atom ... 3.3 eV/Å

Last column: natural (NBO) charge in e.
Geometry (Å):
H 1.507 -3.656 1.835  0.201
H -2.162 -0.035 1.773  0.213
C -2.373 1.380 -1.811  -0.214
C -3.382 1.648 -0.872  -0.266
C -3.288 0.986 0.353  -0.254
C 0.199 0.745 -1.997  -0.162
H 0.628 -0.176 1.230  0.486
C 1.617 -2.886 2.603  -0.744
H -0.026 1.550 -3.976  0.202
H -4.092 2.420 -1.225  0.206
O 1.868 -0.607 2.071  -0.818
H 2.083 0.398 -0.857  0.214
C 2.502 -1.690 2.057  0.792
C 1.015 0.413 -0.889  0.029
H 0.638 -2.713 3.081  0.194
H -4.115 0.965 1.057  0.194
H -2.401 1.712 -2.831  0.187
H 0.571 0.024 -3.982  0.217
N 0.310 0.157 0.232  -0.528
C -1.030 0.376 -0.089  0.133
C -1.077 0.970 -1.393  -0.086
O 3.678 -1.833 1.695  -0.739
C -2.108 0.410 0.786  -0.240
H 1.509 1.658 -3.353  0.225
C 0.658 0.943 -3.368  -0.645
H 2.138 -3.280 3.427  0.200


This record from OMol25 describes a single CH2N2OS molecule at a distorted geometry. The level of theory is ωB97M-V with the def2-TZVPD basis set.

Computed properties:
ΔE to the lowest compared entry with this formula, charge and spin ... 0.393 eV
Electronic energy ... -622.16320 hartree
Strongest force on any atom ... 4.8 eV/Å

Last column: natural (NBO) charge in e.
Geometry (Å):
O -0.441 -1.660 -0.510  -0.912
N 1.057 0.152 0.292  -1.005
C -1.314 0.632 0.283  -0.050
H 0.898 0.521 -0.667  0.400
S -0.285 -0.709 0.704  1.399
H 1.833 -0.422 0.233  0.392
N -1.749 1.486 -0.336  -0.225